1.
{"formula": "C47H112AlF4N10O16S4", "method": "ωB97M-V/def2-TZVPD", "species": ["Al", "N", "S", "O", "O", "F", "S", "O", "O", "F", "N", "S", "O", "O", "F", "S", "O", "O", "F", "C", "C", "C", "C", "C", "C", "N", "O", "C", "C", "C", "H", "H", "H", "H", "H", "H", "H", "H", "H", "H", "H", "H", "H", "H", "H", "H", "H", "H", "H", "C", "C", "C", "C", "C", "C", "N", "O", "C", "C", "C", "H", "H", "H", "H", "H", "H", "H", "H", "H", "H", "H", "H", "H", "H", "H", "H", "H", "H", "H", "C", "C", "C", "C", "C", "C", "N", "O", "C", "C", "C", "H", "H", "H", "H", "H", "H", "H", "H", "H", "H", "H", "H", "H", "H", "H", "H", "H", "H", "H", "C", "C", "C", "O", "C", "N", "H", "H", "H", "H", "H", "H", "H", "H", "H", "H", "H", "C", "C", "C", "O", "C", "N", "H", "H", "H", "H", "H", "H", "H", "H", "H", "H", "H", "C", "C", "C", "O", "C", "N", "H", "H", "H", "H", "H", "H", "H", "H", "H", "H", "H", "C", "C", "C", "O", "C", "N", "H", "H", "H", "H", "H", "H", "H", "H", "H", "H", "H", "C", "C", "C", "O", "C", "N", "H", "H", "H", "H", "H", "H", "H", "H", "H", "H", "H"], "positions_angstrom": [[-3.8962, -0.1705, -2.8120], [-1.8765, -0.6855, -0.8629], [-0.3533, -0.5859, -0.5569], [0.2940, -1.7884, -0.0852], [0.1048, 0.7254, -0.1498], [0.1192, -0.5657, -2.1126], [-2.2921, -1.2031, 0.6734], [-1.9255, -0.3088, 1.7390], [-2.2957, -2.6145, 0.9824], [-3.8295, -0.8387, 0.4692], [-5.7650, 1.7464, -1.8769], [-6.0582, 3.2151, -2.2217], [-5.2838, 4.1955, -1.4972], [-7.3390, 3.5447, -2.7720], [-5.0703, 3.1380, -3.5700], [-6.9319, 1.7775, -0.6329], [-8.1734, 1.1385, -0.9405], [-6.7774, 2.8052, 0.3608], [-6.1445, 0.6106, 0.1771], [4.5642, -1.5387, -8.1264], [4.3402, -1.5032, -6.5992], [5.6851, -1.6553, -5.9074], [5.7026, -1.1082, -4.4798], [5.2119, 0.3441, -4.5277], [3.8107, 0.5234, -5.0312], [3.6722, -0.2358, -6.2728], [2.4346, -0.0865, -6.8900], [2.7376, 0.0222, -3.9933], [3.5161, 1.9855, -5.3696], [3.4277, -2.7265, -6.2802], [5.1957, -0.6906, -8.4159], [3.7042, -1.3344, -8.7647], [5.0929, -2.4520, -8.3911], [6.0354, -2.6875, -5.8283], [6.4616, -1.2074, -6.5338], [6.7433, -1.1444, -4.1571], [5.1048, -1.7306, -3.8117], [5.9086, 0.8819, -5.1736], [5.2478, 0.7128, -3.4993], [2.8950, -1.0508, -3.8711], [2.8352, 0.4827, -3.0106], [1.7387, 0.1432, -4.4062], [2.5181, 2.1060, -5.7879], [3.4773, 2.5079, -4.4085], [4.2533, 2.5056, -5.9805], [2.5110, -2.5668, -6.8459], [3.2720, -2.7916, -5.2020], [3.8794, -3.6721, -6.5761], [2.6321, 0.5467, -7.5954], [-2.5706, 3.7560, 3.5352], [-3.6929, 2.7306, 3.8133], [-4.1451, 2.1212, 2.4956], [-5.0255, 0.8809, 2.6219], [-4.3136, -0.1706, 3.4774], [-3.6985, 0.3901, 4.7934], [-3.0247, 1.6689, 4.5933], [-2.4892, 2.1913, 5.7662], [-4.8481, 0.4206, 5.8330], [-2.7071, -0.7390, 5.1642], [-4.8979, 3.4206, 4.4924], [-2.9062, 4.4793, 2.7953], [-1.7319, 3.1797, 3.1405], [-2.2071, 4.2320, 4.4432], [-4.7027, 2.8526, 1.9053], [-3.2757, 1.9328, 1.8574], [-5.2124, 0.5120, 1.6134], [-5.9898, 1.1577, 3.0531], [-3.5535, -0.5807, 2.8067], [-4.9728, -1.0106, 3.6959], [-5.0927, -0.5951, 6.1417], [-4.5997, 0.9949, 6.7273], [-5.7937, 0.8354, 5.4831], [-2.1747, -0.4437, 6.0777], [-3.2053, -1.6559, 5.4649], [-1.9274, -0.8401, 4.4110], [-5.7972, 2.8076, 4.5223], [-5.1507, 4.4231, 4.1511], [-4.7042, 3.5985, 5.5564], [-1.6862, 1.6298, 5.8184], [4.4449, -3.6070, 2.3125], [4.8577, -2.8405, 1.0309], [3.5082, -2.5477, 0.2955], [3.6200, -1.3754, -0.6988], [4.2562, -0.2026, 0.0458], [5.6424, -0.4089, 0.6601], [5.5531, -1.6422, 1.4976], [6.8325, -1.9495, 2.0442], [6.7223, -0.4531, -0.4473], [5.9143, 0.8136, 1.5679], [5.6954, -3.7788, 0.1527], [5.3644, -4.0446, 2.7011], [3.6609, -4.3493, 2.1623], [3.9872, -2.9261, 3.0330], [3.3260, -3.3825, -0.3837], [2.6426, -2.3888, 0.9361], [2.7063, -1.0215, -1.1687], [4.4025, -1.6261, -1.4236], [3.5636, 0.0754, 0.8486], [4.3381, 0.6439, -0.6372], [6.6562, 0.4361, -1.0797], [7.7451, -0.5105, -0.0797], [6.5583, -1.2741, -1.1495], [5.4951, 1.7663, 1.2377], [5.3951, 0.6825, 2.5227], [6.9788, 0.9290, 1.7666], [5.6101, -3.5197, -0.9078], [5.3508, -4.8112, 0.2033], [6.7651, -3.7261, 0.3535], [6.6762, -1.6285, 2.9413], [2.7551, 2.8261, -0.6341], [2.4134, 3.2648, 0.7791], [2.9040, 4.6471, 1.1894], [4.2977, 4.8037, 1.1057], [4.7292, 6.0163, 0.5449], [1.0000, 3.0502, 1.1157], [2.3269, 1.8490, -0.8645], [3.8355, 2.7015, -0.7046], [2.4089, 3.5391, -1.3850], [2.9608, 2.5886, 1.4562], [2.6461, 4.6713, 2.2545], [2.3574, 5.4217, 0.6461], [4.2050, 6.8989, 0.9277], [4.5009, 6.0669, -0.5273], [5.7914, 6.2295, 0.6344], [0.6672, 2.2241, 0.6265], [0.8709, 2.9347, 2.1169], [-6.9741, -3.4857, 1.6320], [-5.4438, -3.4398, 1.7825], [-5.0189, -4.4131, 2.8702], [-5.5480, -4.0752, 4.1404], [-4.8984, -4.8460, 5.1598], [-4.9648, -3.7949, 0.4374], [-7.3932, -3.0164, 2.5289], [-7.4804, -4.4494, 1.5575], [-7.3500, -2.9030, 0.7913], [-5.0740, -2.4290, 1.9502], [-3.9272, -4.5505, 2.8348], [-5.2749, -5.4541, 2.6157], [-3.8097, -4.9143, 5.1283], [-5.3973, -5.8154, 5.1777], [-5.1198, -4.2684, 6.0593], [-5.1358, -4.7863, 0.2879], [-3.9589, -3.6663, 0.3639], [1.7963, -0.0208, 3.3145], [0.6735, 0.2822, 4.2963], [1.1362, 0.8726, 5.6149], [-0.0477, 0.9089, 6.4240], [0.2103, 1.3933, 7.7447], [-0.0668, 1.3825, 3.6504], [1.4452, -0.3416, 2.3316], [2.2973, -0.9364, 3.6544], [2.5602, 0.7496, 3.2191], [0.0656, -0.6023, 4.5065], [1.5859, 1.8559, 5.4631], [1.8507, 0.2035, 6.0999], [0.3870, 2.4621, 7.6130], [1.1016, 0.9757, 8.2240], [-0.5585, 1.1191, 8.4642], [-0.7943, 1.6528, 4.3084], [-0.4604, 1.0519, 2.7786], [-0.2884, 3.4162, -4.0929], [-1.2275, 2.4540, -3.3072], [-1.6013, 2.9499, -1.9354], [-2.4290, 2.0448, -1.2447], [-2.8616, 2.6372, -0.0282], [-2.4159, 2.2199, -4.1483], [-0.1678, 3.1252, -5.1403], [0.7110, 3.4996, -3.6627], [-0.7045, 4.4142, -4.2609], [-0.6763, 1.5122, -3.2396], [-2.1886, 3.8653, -2.0896], [-0.6921, 3.1898, -1.3696], [-3.6322, 1.9676, 0.3525], [-3.1491, 3.6871, -0.0538], [-2.0130, 2.5451, 0.6687], [-3.0579, 3.0086, -4.0773], [-2.2362, 2.2286, -5.1469], [-1.9480, -4.9104, -2.2173], [-2.1024, -3.4519, -2.5493], [-1.3797, -3.0335, -3.8059], [-1.6246, -1.6415, -3.9636], [-0.9872, -1.1906, -5.1349], [-3.5566, -3.1528, -2.6664], [-0.9329, -5.2220, -1.9548], [-2.1727, -5.5845, -3.0523], [-2.6400, -5.2164, -1.4323], [-1.7146, -2.8454, -1.7329], [-1.9460, -3.4822, -4.6353], [-0.3193, -3.2902, -3.8245], [-1.0870, -0.1043, -5.0779], [-1.4462, -1.5289, -6.0726], [0.0617, -1.4768, -5.2591], [-3.9447, -3.6888, -3.4417], [-3.9995, -3.6072, -1.8720]], "lowdin_charge": [1.075, -0.275, 0.470, -0.250, -0.292, -0.190, 0.545, -0.280, -0.243, -0.185, -0.329, 0.435, -0.283, -0.233, -0.272, 0.564, -0.227, -0.255, -0.256, -0.033, -0.490, -0.140, -0.163, -0.128, -0.495, -0.083, 0.003, 0.004, -0.019, -0.016, 0.087, 0.080, 0.093, 0.127, 0.121, 0.116, 0.098, 0.131, 0.117, 0.069, 0.070, 0.066, 0.073, 0.084, 0.092, 0.078, 0.070, 0.087, 0.122, 0.007, -0.435, -0.151, -0.138, -0.122, -0.420, 0.042, 0.067, 0.017, 0.005, 0.020, 0.106, 0.061, 0.092, 0.129, 0.059, 0.067, 0.122, 0.066, 0.126, 0.097, 0.094, 0.086, 0.082, 0.099, 0.070, 0.078, 0.106, 0.093, 0.079, -0.035, -0.488, -0.115, -0.158, -0.155, -0.472, -0.076, 0.003, -0.012, -0.020, -0.026, 0.084, 0.087, 0.071, 0.121, 0.099, 0.083, 0.091, 0.110, 0.090, 0.085, 0.085, 0.066, 0.075, 0.080, 0.084, 0.071, 0.090, 0.085, 0.112, -0.041, -0.399, -0.199, -0.169, -0.113, 0.139, 0.056, 0.073, 0.084, 0.131, 0.128, 0.132, 0.088, 0.088, 0.089, 0.016, 0.058, -0.057, -0.407, -0.231, -0.182, -0.096, 0.033, 0.075, 0.083, 0.075, 0.107, 0.118, 0.129, 0.085, 0.092, 0.084, 0.081, 0.018, -0.037, -0.382, -0.163, -0.242, -0.065, 0.119, 0.070, 0.082, 0.079, 0.135, 0.141, 0.139, 0.101, 0.094, 0.098, 0.042, 0.059, -0.041, -0.393, -0.198, -0.243, -0.097, 0.056, 0.070, 0.066, 0.085, 0.113, 0.142, 0.128, 0.063, 0.110, 0.087, 0.068, 0.085, -0.049, -0.429, -0.180, -0.306, -0.105, 0.048, 0.090, 0.088, 0.075, 0.092, 0.138, 0.143, 0.077, 0.099, 0.083, 0.094, 0.047], "total_charge": 1, "orbital_gap_ev": 1.39, "largest_force_ha_per_bohr": 0.1566, "homo_energy_ev": -10.06}

=====

2.
{"formula": "C4H10NO2", "method": "ωB97M-V/def2-TZVPD", "species": ["C", "N", "O", "H", "H", "H", "C", "O", "C", "C", "H", "H", "H", "H", "H", "H", "H"], "positions_angstrom": [[-2.1375, 1.9652, -0.0492], [-2.2756, 0.7739, 0.5495], [-1.3455, 2.3035, -0.9099], [-2.8873, 2.6945, 0.3571], [-1.4913, -0.0771, 0.6384], [-3.0539, 0.7639, 1.1909], [0.0348, -1.1492, -0.4767], [-0.5238, -1.0192, 0.7771], [1.5623, -1.2253, -0.3906], [2.1450, -0.0219, 0.3340], [-0.2739, -0.3268, -1.1579], [-0.3224, -2.0447, -1.0335], [1.9715, -1.3191, -1.4096], [1.7913, -2.1739, 0.1086], [3.2158, -0.1108, 0.5285], [1.5644, 0.1057, 1.2455], [2.0260, 0.8613, -0.3022]], "lowdin_charge": [-0.519, 0.075, -0.066, 0.093, 0.016, 0.052, -0.450, -0.310, -0.285, -0.133, 0.092, 0.083, 0.088, 0.089, 0.048, 0.060, 0.067], "total_charge": -1, "orbital_gap_ev": 7.85, "relative_energy_kj_mol": 140.7, "largest_force_ha_per_bohr": 0.0217, "homo_energy_ev": -3.64}

=====

3.
{"formula": "C22H51BMnN4O2Si2", "method": "ωB97M-V/def2-TZVPD", "species": ["O", "O", "C", "C", "H", "H", "H", "H", "H", "C", "C", "H", "H", "H", "H", "H", "C", "C", "C", "H", "H", "H", "H", "H", "C", "H", "H", "H", "H", "H", "H", "Mn", "C", "Si", "H", "H", "C", "C", "C", "C", "Si", "H", "H", "C", "C", "C", "H", "H", "H", "H", "H", "H", "H", "H", "H", "H", "H", "H", "H", "H", "H", "H", "H", "H", "B", "N", "C", "C", "C", "N", "N", "C", "C", "C", "N", "H", "H", "H", "H", "H", "H", "H", "H"], "positions_angstrom": [[0.7987, 1.7398, -0.3447], [3.2058, -2.7843, -0.3125], [0.7870, 1.6647, -1.7823], [0.8482, 3.0122, -2.4716], [-0.1466, 1.1489, -2.0501], [1.6420, 1.0377, -2.0694], [0.0533, 3.6931, -2.1391], [0.7351, 2.8635, -3.5499], [1.8133, 3.5096, -2.3210], [1.8781, 2.5507, 0.1759], [3.2073, 1.8548, 0.0023], [1.6592, 2.7181, 1.2368], [1.8600, 3.5321, -0.3221], [3.2048, 0.8734, 0.4953], [3.9992, 2.4679, 0.4412], [3.4270, 1.7221, -1.0636], [3.5273, -3.6301, 0.8137], [4.0771, -2.9154, -1.4536], [4.2349, -2.8750, 1.9330], [4.1419, -4.4967, 0.4965], [2.5594, -4.0067, 1.1801], [5.2056, -2.4883, 1.6007], [4.4104, -3.5570, 2.7720], [3.6322, -2.0322, 2.2939], [5.5565, -2.6624, -1.1793], [3.7008, -2.1895, -2.1877], [3.9476, -3.9284, -1.8753], [5.7216, -1.6807, -0.7186], [6.1046, -2.6859, -2.1281], [5.9901, -3.4329, -0.5303], [0.5762, -2.7601, -0.4692], [-1.4698, 1.8090, 0.9947], [-0.3233, -3.3530, -0.2000], [-0.7661, -4.6741, -1.4707], [-0.1258, -3.8235, 0.7778], [-1.1603, -2.6482, -0.0679], [-0.2661, -4.0508, -3.1694], [-2.6084, -5.0620, -1.4784], [0.1852, -6.2547, -1.0919], [-2.4396, 1.4734, -0.7315], [-4.3076, 1.6317, -0.5952], [-2.0724, 0.4649, -1.0120], [-2.0737, 2.1466, -1.5337], [-5.1813, -0.0007, -0.9248], [-4.8546, 2.8625, -1.9260], [-4.8921, 2.3025, 1.0634], [-0.1230, -7.0713, -1.7599], [0.0150, -6.5889, -0.0591], [1.2658, -6.1030, -1.2233], [-0.9135, -3.2218, -3.4859], [-0.3404, -4.8469, -3.9226], [0.7703, -3.6873, -3.1586], [-3.2128, -4.1444, -1.4780], [-2.8952, -5.6560, -0.5994], [-2.8812, -5.6409, -2.3728], [-4.3245, 2.6684, -2.8698], [-4.6562, 3.9028, -1.6295], [-5.9325, 2.7674, -2.1214], [-4.4858, 3.3035, 1.2680], [-4.6146, 1.6402, 1.8961], [-5.9904, 2.3829, 1.0474], [-6.2677, 0.1478, -1.0098], [-5.0002, -0.7171, -0.1120], [-4.8318, -0.4543, -1.8625], [-0.0184, 3.8963, 3.4440], [-0.8498, 4.4740, 2.2585], [-1.0716, 5.7808, 2.0141], [-1.7652, 5.9107, 0.8145], [-1.9312, 4.6146, 0.3217], [-1.3989, 3.7408, 1.2326], [0.2024, 2.3484, 3.5036], [1.0244, 1.7799, 4.4123], [1.1596, 0.4296, 4.1277], [0.3986, 0.2039, 2.9713], [-0.2130, 1.3707, 2.5964], [-0.5173, 4.2612, 4.5014], [1.1011, 4.4109, 3.3944], [-0.7256, 6.5537, 2.6822], [-2.1063, 6.8201, 0.3562], [-2.3892, 4.2803, -0.5960], [1.4779, 2.3671, 5.1955], [1.7471, -0.2822, 4.6880], [0.2915, -0.7283, 2.4275]], "lowdin_charge": [-0.233, -0.205, -0.253, -0.067, 0.095, 0.120, 0.078, 0.092, 0.079, -0.252, -0.051, 0.101, 0.112, 0.087, 0.091, 0.076, -0.267, -0.265, -0.076, 0.123, 0.106, 0.066, 0.079, 0.066, -0.087, 0.114, 0.117, 0.077, 0.080, 0.073, 0.021, 1.043, -0.193, 0.447, 0.027, 0.008, -0.191, -0.190, -0.188, -0.250, 0.435, 0.052, 0.035, -0.176, -0.176, -0.184, 0.034, 0.031, 0.027, 0.027, 0.035, 0.023, 0.020, 0.032, 0.036, 0.038, 0.030, 0.045, 0.025, 0.032, 0.052, 0.047, 0.036, 0.038, -0.411, -0.040, -0.035, -0.025, -0.111, -0.079, -0.065, -0.060, -0.041, -0.109, -0.078, 0.077, 0.080, 0.142, 0.107, 0.094, 0.138, 0.105, 0.110], "total_charge": 1, "orbital_gap_ev": [5.48, 7.55], "relative_energy_kj_mol": 0.0, "largest_force_ha_per_bohr": 0.0393, "homo_energy_ev": [-11.57, -11.56], "s_squared": 6.40, "multiplicity": 5}